Record 1
Density functional theory data (wB97M-V/def2-TZVPD) for the molecule C20H24.

XYZ file:
```
44
Properties=species:S:1:pos:R:3:nbo_charge:R:1
C 2.2152 -3.4662 -1.1470 -0.568
C 1.5447 -2.0816 -1.5222 -0.204
C 1.7442 -1.7284 -2.9633 -0.594
C 1.9418 -0.8738 -0.7241 0.103
C 2.3032 0.0801 0.0816 -0.031
C 2.5075 1.2147 0.9413 -0.201
C 3.5410 2.1061 0.3894 -0.581
C 3.0589 0.8144 2.3566 -0.573
C 1.0885 1.6782 0.9737 -0.002
C -0.0845 2.0024 0.9865 0.028
C -1.5426 2.2124 0.9602 -0.172
C -1.9245 2.7220 2.3344 -0.573
C -2.1220 3.3085 -0.0577 -0.572
C -2.0117 0.8660 0.5984 0.007
C -2.1978 -0.2650 0.3518 0.029
C -2.3827 -1.5202 -0.4017 -0.191
C -3.6059 -1.3126 -1.3933 -0.568
C -2.8706 -2.4995 0.5905 -0.569
C -1.1109 -1.7528 -1.0171 -0.005
C 0.0852 -2.0113 -1.2799 0.032
H 1.7100 -4.0995 -1.8518 0.214
H 2.1021 -3.7928 -0.0825 0.227
H 3.2471 -3.3542 -1.3799 0.214
H 1.8681 -2.6231 -3.6497 0.211
H 0.8844 -1.2240 -3.4247 0.236
H 2.6611 -1.1184 -3.0499 0.225
H 3.3287 3.0355 0.9513 0.215
H 3.4140 2.2509 -0.6920 0.217
H 4.5879 1.8276 0.4865 0.221
H 3.4691 1.5657 2.8813 0.203
H 3.9947 0.1318 2.2606 0.222
H 2.1117 0.5682 2.8070 0.229
H -2.8568 3.2004 2.1045 0.203
H -2.0209 1.9414 3.0492 0.221
H -1.3209 3.5163 2.7185 0.220
H -1.5863 3.2776 -1.0201 0.225
H -3.1680 3.2263 -0.1126 0.215
H -1.8921 4.3339 0.3995 0.206
H -3.3741 -0.6006 -2.1655 0.217
H -4.5359 -1.0341 -0.8294 0.215
H -3.8283 -2.2286 -1.9354 0.208
H -3.1438 -3.3852 0.1088 0.205
H -3.6983 -2.0639 1.1071 0.215
H -2.1305 -2.8446 1.2613 0.218
```

The strongest force on any atom comes out at 0.18899 Eh/bohr. The value obtained for the energy above the lowest of the compared OMol25 structures with the same formula, charge and spin is 161.8 kcal per mole. As for the HOMO-LUMO gap: 9.00 eV. For the HOMO energy, the calculation gives -8.213 eV. As for the SMILES: CC1(C)C#CC(C)(C)C#CC(C)(C)C#CC(C)(C)C#C1. As for the energy: -776.13361 Eh.

=====

Record 2
Density functional theory data (wB97M-V/def2-TZVPD) for a structure of composition C20H24AgN7O3S3.

XYZ file:
```
58
Properties=species:S:1:pos:R:3:nbo_charge:R:1
Ag -0.0861 0.0738 -0.6083 0.837
S -2.5535 -0.1276 -0.3336 -0.139
C -2.5585 -1.7732 -0.1697 0.079
N -3.2230 -2.6097 -0.9575 -0.379
C -3.4199 -4.0045 -0.5383 -0.231
C -3.6548 -3.9997 0.9437 -0.224
N -2.4385 -3.4652 1.5712 -0.390
C -1.9095 -4.1387 2.7620 -0.252
C -0.8457 -5.1705 2.4415 0.046
C 0.4422 -5.0190 2.9392 -0.217
C 1.4262 -5.9573 2.6513 -0.200
C 1.1306 -7.0538 1.8536 -0.209
C -0.1567 -7.2147 1.3531 -0.194
C -1.1376 -6.2796 1.6507 -0.252
C -1.8103 -2.4222 1.0134 0.058
S -0.3586 -1.8387 1.5357 -0.105
C -3.9833 -2.1732 -2.1400 -0.260
C -5.4675 -2.0937 -1.8622 0.036
C -6.3205 -3.0643 -2.3801 -0.247
C -7.6833 -3.0378 -2.1024 -0.207
C -8.2041 -2.0368 -1.2953 -0.211
C -7.3593 -1.0599 -0.7769 -0.191
C -5.9998 -1.0856 -1.0580 -0.241
H -2.5443 -4.6098 -0.7807 0.220
H -4.2822 -4.4037 -1.0643 0.232
H -3.8367 -5.0017 1.3187 0.223
H -4.5251 -3.3816 1.1781 0.218
H -2.7603 -4.6018 3.2617 0.212
H -1.4946 -3.3822 3.4219 0.239
H 0.6799 -4.1477 3.5402 0.223
H 2.4283 -5.8226 3.0404 0.220
H 1.8993 -7.7811 1.6213 0.218
H -0.3971 -8.0719 0.7368 0.214
H -2.1429 -6.4294 1.2671 0.196
H -3.8008 -2.9069 -2.9259 0.212
H -3.5718 -1.2210 -2.4529 0.262
H -5.9178 -3.8410 -3.0250 0.210
H -8.3350 -3.7954 -2.5199 0.218
H -9.2649 -2.0129 -1.0749 0.218
H -7.7627 -0.2700 -0.1549 0.217
H -5.3426 -0.3180 -0.6582 0.236
C 1.6921 -2.2711 -2.4336 -0.902
S 1.7764 -0.5091 -2.5673 2.386
O 2.7221 -0.2303 -3.6184 -0.978
O 0.3863 -0.0859 -2.8617 -1.061
O 2.1757 -0.0483 -1.2210 -1.052
H 1.3113 -2.6572 -3.3808 0.232
H 1.0274 -2.5321 -1.6095 0.218
H 2.6995 -2.6448 -2.2424 0.237
N -1.2774 5.0831 1.3884 -0.602
N -0.5753 3.8830 1.4583 0.168
N 0.1187 3.5439 2.5158 -0.271
C 0.5233 2.3289 2.1509 0.124
N 0.0794 1.9813 0.9386 -0.322
N -0.6350 3.0062 0.5004 -0.061
H -0.6921 5.7927 1.8032 0.383
H -1.4512 5.2622 0.4097 0.387
H 1.1486 1.7000 2.7655 0.221
```

The strongest force on any atom comes out at 0.01752 Eh/bohr. The value obtained for the energy above the lowest of the compared OMol25 structures with the same formula, charge and spin is 22.5 kcal per mole. As for the HOMO-LUMO gap: 6.85 eV. For the HOMO energy, the calculation gives -7.538 eV. As for the energy: -2727.02293 Eh.

=====

Record 3
Density functional theory data (wB97M-V/def2-TZVPD) for a structure of composition C20H24As2N2PdSe2.

XYZ file:
```
51
Properties=species:S:1:pos:R:3:lowdin_spin:R:1
Pd -1.3682 0.1720 -0.5315 1.114
C 4.4276 -2.5209 0.2521 0.094
As 3.0381 -1.6349 -0.7427 0.587
C 3.6361 -1.2110 -2.5201 0.090
C 2.4444 -0.0433 0.2131 0.122
C 3.3977 0.9672 0.2040 0.038
C 3.2450 2.1147 0.9881 0.077
C 2.1271 2.2580 1.7916 -0.003
C 1.1548 1.2687 1.7959 0.055
C 1.2957 0.0975 1.0340 0.088
As -0.1234 -1.1952 1.2351 0.295
C -0.9647 -0.9328 2.9506 0.044
C 0.6547 -2.9687 1.3342 0.092
H 5.3011 -1.8628 0.1947 0.023
H 4.6536 -3.4743 -0.2256 0.001
H 4.1284 -2.6627 1.2879 0.000
H 4.3286 -0.3681 -2.4497 0.021
H 2.7984 -0.9648 -3.1686 0.002
H 4.1611 -2.0861 -2.9045 -0.001
H 4.3030 0.8761 -0.3866 0.003
H 4.0155 2.8753 0.9786 0.004
H 2.0185 3.1290 2.4250 -0.001
H 0.2935 1.3957 2.4403 0.001
H -0.2022 -1.0228 3.7272 0.010
H -1.7016 -1.7266 3.0778 0.000
H -1.4604 0.0327 3.0137 0.000
H 1.5065 -2.8878 2.0128 0.012
H 0.9527 -3.3608 0.3635 0.021
H -0.0883 -3.6384 1.7690 0.003
Se -2.9548 2.0102 0.5489 0.319
Se -3.9618 1.1627 -1.3776 0.510
C -4.2330 -0.6499 -0.8247 0.044
C -5.4827 -1.2291 -0.8748 0.024
C -5.5582 -2.5974 -0.5980 -0.005
C -4.3933 -3.2852 -0.3109 0.022
C -3.1795 -2.6024 -0.2886 0.012
N -3.0863 -1.2958 -0.5385 0.114
C -1.6635 3.0147 -0.4763 0.032
C -1.6331 4.3868 -0.5347 0.010
C -0.6452 4.9593 -1.3447 0.000
C 0.2253 4.1332 -2.0330 0.012
C 0.1174 2.7526 -1.8973 0.009
N -0.8146 2.1917 -1.1245 0.093
H -6.3672 -0.6559 -1.1235 0.004
H -6.5147 -3.1053 -0.6193 -0.001
H -4.4100 -4.3480 -0.1088 0.002
H -2.2552 -3.1283 -0.0837 0.003
H -2.3452 4.9969 0.0056 0.002
H -0.5791 6.0362 -1.4400 0.000
H 0.9835 4.5464 -2.6851 0.001
H 0.7779 2.0820 -2.4308 0.001
```

The expectation value of S² is 6.025. The strongest force on any atom comes out at 0.00989 Eh/bohr. The spin multiplicity is 5. Its total charge is +4. As for the HOMO-LUMO gap (spin up / spin down): 7.56 / 5.68 eV. For the HOMO energy (spin up / spin down), the calculation gives -20.524 / -21.291 eV. As for the energy: -10286.65914 Eh.

=====

Record 4
Density functional theory data (wB97M-V/def2-TZVPD) for a structure of composition C20H24AsBaCl3N3O5S2.

XYZ file:
```
59
Properties=species:S:1:pos:R:3:mulliken_charge:R:1
Ba 0.6454 0.3291 -0.9124 1.683
O 2.3624 -5.3711 0.4011 -0.621
C 1.9637 -4.2411 0.1598 0.331
C 0.7581 -3.8593 -0.6460 0.190
O -0.1508 -4.6041 -1.0085 -0.698
C 0.8829 -2.4294 -0.8900 1.158
C 2.0633 -1.9340 -0.2807 0.470
O 2.4792 -0.7416 -0.4411 -1.101
C 2.5955 -2.9628 0.5886 0.431
O 3.3676 -2.8052 1.5538 -0.889
O 0.0734 -1.6881 -1.5296 -1.013
N 3.3825 -0.1366 2.1602 -0.386
C 2.5530 0.3336 3.0912 0.360
N 2.4155 -0.3804 4.2333 -0.371
S 1.7106 1.7655 2.9233 -0.426
H 3.5417 -1.1556 2.0660 0.316
H 3.3626 0.3362 1.2666 0.214
H 2.9758 -1.1992 4.4033 0.200
H 1.9303 0.0515 5.0000 0.207
S 0.0057 3.0226 -1.8071 -0.584
C 1.4563 3.4795 -2.6693 0.548
C 2.0236 2.6533 -3.6433 -0.293
C 3.1608 3.0420 -4.3229 -0.614
C 3.7561 4.2629 -4.0422 -0.464
C 3.1881 5.1016 -3.0967 -0.365
C 2.0453 4.7218 -2.4225 -0.629
H 1.5571 1.6933 -3.8680 0.138
H 3.5892 2.3938 -5.0780 0.350
H 4.6634 4.5556 -4.5479 0.355
H 3.6460 6.0589 -2.8862 0.336
H 1.6007 5.3718 -1.6840 0.342
C -3.2184 -2.8171 0.3954 -1.115
C -3.4055 -1.3642 0.8187 -0.853
As -1.7268 -0.3096 0.6249 0.214
C -0.6372 -1.1888 2.0162 0.979
C -1.2173 -1.2580 3.4240 -1.382
C -2.1982 1.4182 1.5094 -0.389
C -3.5446 1.4943 2.2181 -1.281
H -4.1665 -3.3569 0.4459 0.439
H -2.5013 -3.3352 1.0345 0.228
H -2.8467 -2.8734 -0.6277 0.146
H -3.7655 -1.3170 1.8513 0.424
H -4.1539 -0.8898 0.1761 0.520
H 0.3165 -0.6537 2.0629 -0.627
H -0.4109 -2.1947 1.6425 0.100
H -1.4541 -0.2558 3.7871 0.238
H -0.5030 -1.7028 4.1206 0.419
H -2.1254 -1.8606 3.4516 0.375
H -2.1833 2.1723 0.7119 0.283
H -1.3803 1.6723 2.1971 0.287
H -4.3548 1.3064 1.5129 0.278
H -3.6974 2.4877 2.6438 0.408
H -3.6142 0.7661 3.0268 0.244
Cl -1.3582 0.5626 -4.4829 -0.045
C -2.6854 -0.4259 -3.8489 0.674
Cl -4.0035 -0.5132 -5.0403 -0.131
Cl -2.0884 -2.0572 -3.4501 -0.052
C -3.1732 0.1861 -2.6431 -0.234
N -3.5072 0.6431 -1.6495 -0.319
```

The strongest force on any atom comes out at 0.12614 Eh/bohr. The value obtained for the energy above the lowest of the compared OMol25 structures with the same formula, charge and spin is 60.1 kcal per mole. Its total charge is -1. As for the HOMO-LUMO gap: 6.61 eV. For the HOMO energy, the calculation gives -4.479 eV. As for the energy: -5755.28780 Eh.

=====

Record 5
Density functional theory data (wB97M-V/def2-TZVPD) for a structure of composition C20H24BrNO5.

XYZ file:
```
51
Properties=species:S:1:pos:R:3:nbo_charge:R:1
C 3.6693 2.2477 -0.8382 -0.235
H 3.0123 2.5432 -1.6528 0.142
O 3.2349 2.3400 0.3606 -0.488
C 2.2073 1.2527 0.6669 0.263
C 0.9640 1.5309 1.0570 -0.210
C -0.1027 0.7264 1.6623 -0.139
C 0.1329 -0.6656 1.6413 -0.182
C 1.4119 -0.9879 0.8261 0.274
C 2.3673 -0.0636 0.4805 0.129
O 3.6925 -0.5772 0.1137 -0.536
C 4.6612 -0.0872 1.0454 -0.228
H 4.4791 -0.7621 1.8489 0.180
H 5.6446 -0.8037 0.4059 0.178
H 4.8280 0.8614 1.3125 0.193
O 1.5046 -2.3717 0.7547 -0.501
C 2.4707 -3.0430 0.2985 -0.192
H 3.5257 -3.1462 0.7660 0.169
H 2.1696 -4.0985 0.1678 0.186
H 2.7837 -2.4754 -0.8853 0.122
Br -0.9560 -1.8715 2.2011 0.242
C -1.3680 1.4570 1.9893 0.635
O -1.4315 2.6607 2.7433 -0.710
N -2.4599 0.8864 1.8902 -0.572
H -2.4740 -0.0519 1.5068 0.407
C -3.7640 1.5449 1.6610 -0.194
H -3.6082 2.2877 2.5204 0.296
H -4.4454 0.4722 2.3454 0.170
C -4.2170 1.9292 0.4653 -0.165
H -5.3557 2.1108 0.6708 0.262
O -4.2890 0.6069 -0.2871 -0.520
C -3.1398 0.2329 -0.9030 0.386
C -3.1140 -1.2918 -1.0632 -0.329
C -1.9156 -1.8545 -1.4031 0.057
C -0.8957 -1.2423 -1.8561 -0.289
C -0.9652 0.2037 -1.7763 0.121
C -2.0323 1.0892 -1.2511 -0.372
H -2.0819 1.9715 -1.4219 0.181
C 0.2123 1.1220 -2.0051 -0.660
H 0.0393 1.4128 -3.3009 0.209
H 0.1802 2.1499 -1.6009 0.242
H 1.2295 0.4747 -2.0386 0.230
H -0.1182 -1.5212 -1.9679 0.165
C -1.9605 -3.4317 -1.4208 -0.653
H -1.2138 -3.8672 -2.1864 0.214
H -2.9436 -3.7664 -1.7136 0.229
H -1.3584 -3.8161 -0.4954 0.229
H -3.8466 -1.9542 -0.5588 0.226
H -3.4777 2.4061 0.1278 0.209
H 0.7802 2.8573 1.2151 0.270
H 3.8876 1.3402 -1.1611 0.173
H 4.4463 3.0325 -0.9568 0.186
```

The strongest force on any atom comes out at 0.36798 Eh/bohr. As for the HOMO-LUMO gap: 8.17 eV. For the HOMO energy, the calculation gives -8.158 eV. As for the energy: -3780.78165 Eh.